Record 1
C28H32BN8ORuS4 | wB97M-V/def2-TZVPD

Each line ends with the Löwdin charge.
Cartesian coordinates (Å):
1 Ru -0.160 1.318 1.036  1.012
2 C -1.865 4.706 -1.035  0.031
3 C -1.217 3.419 -0.645  -0.192
4 N -1.273 2.943 0.569  -0.091
5 N -1.964 3.637 1.514  0.024
6 C -2.017 3.215 2.797  -0.743
7 N -2.688 3.917 3.696  0.171
8 S -1.196 1.796 3.219  0.743
9 C -0.426 2.621 -1.576  -0.205
10 C -0.472 2.764 -2.965  0.048
11 C 0.311 1.952 -3.766  0.014
12 C 1.147 1.025 -3.159  0.005
13 C 1.144 0.929 -1.774  -0.123
14 N 0.364 1.683 -1.010  -0.073
15 H -1.425 5.538 -0.476  0.122
16 H -2.941 4.693 -0.847  0.117
17 H -1.708 4.908 -2.089  0.089
18 H -2.411 4.511 1.235  0.160
19 H -3.224 4.737 3.455  0.144
20 H -2.676 3.639 4.667  0.135
21 H -1.122 3.491 -3.420  0.125
22 H 0.277 2.046 -4.842  0.137
23 H 1.807 0.404 -3.743  0.131
24 H 1.797 0.236 -1.252  0.128
25 C 5.177 3.496 0.683  -0.007
26 N 4.650 2.302 1.287  -0.109
27 C 5.380 1.230 1.686  -0.005
28 C 4.511 0.288 2.156  -0.030
29 N 3.246 0.783 2.060  0.012
30 B 1.892 0.274 2.531  -0.520
31 N 1.769 -1.164 3.026  0.052
32 C 2.603 -1.931 3.782  0.047
33 C 1.969 -3.109 4.064  0.064
34 N 0.737 -3.056 3.498  -0.087
35 C -0.256 -4.094 3.517  0.014
36 C 0.612 -1.855 2.889  -0.622
37 S -0.819 -1.315 2.151  0.916
38 C 3.348 2.025 1.519  -0.701
39 S 2.079 3.082 1.148  0.734
40 H 6.257 3.402 0.591  0.109
41 H 4.953 4.377 1.284  0.107
42 H 4.750 3.639 -0.311  0.099
43 H 6.448 1.206 1.624  0.141
44 H 4.726 -0.690 2.527  0.113
45 H 1.146 0.308 1.398  0.001
46 H 1.451 1.011 3.357  0.068
47 H 3.562 -1.589 4.106  0.141
48 H 2.319 -3.952 4.623  0.158
49 H 0.177 -5.013 3.906  0.117
50 H -0.625 -4.271 2.507  0.100
51 H -1.099 -3.810 4.147  0.117
52 O -1.280 -0.333 -0.476  -0.667
53 S -0.694 -1.554 -1.125  0.983
54 C -1.117 -1.390 -2.881  -0.384
55 C -2.247 -0.674 -3.233  -0.072
56 C -2.583 -0.579 -4.573  -0.048
57 C -1.792 -1.189 -5.535  -0.042
58 C -0.664 -1.904 -5.164  -0.047
59 C -0.310 -1.999 -3.828  -0.094
60 C -1.810 -2.929 -0.736  -0.394
61 C -1.464 -4.172 -1.243  -0.079
62 C -2.320 -5.238 -1.029  -0.043
63 C -3.477 -5.057 -0.283  -0.042
64 C -3.788 -3.814 0.247  -0.048
65 C -2.950 -2.733 0.025  -0.112
66 H -2.855 -0.219 -2.466  0.114
67 H -3.472 -0.039 -4.857  0.118
68 H -2.061 -1.117 -6.576  0.121
69 H -0.058 -2.388 -5.911  0.120
70 H 0.571 -2.553 -3.541  0.115
71 H -0.562 -4.291 -1.823  0.111
72 H -2.086 -6.202 -1.447  0.120
73 H -4.136 -5.893 -0.116  0.120
74 H -4.687 -3.683 0.826  0.118
75 H -3.180 -1.749 0.404  0.094

Results
- strongest force on any atom (eV Å⁻¹) = 1.9
- 2S+1 = 5
- relative energy (zero: lowest compared OMol25 entry of this formula, charge and spin) (kcal per mole) = 16.7
- charge = +3
- energy (Ha) = -3311.07898
- ⟨S²⟩ = 6.047
- orbital gap (spin up / spin down) (eV) = 6.468 / 4.374
- LUMO (spin up / spin down) (eV) = -8.9 / -10.8
- HOMO energy (spin up / spin down) (eV) = -15.328 / -15.218

Record 2
C28H32Br12I2N2O2 | wB97M-V/def2-TZVPD

Each line ends with the Löwdin charge.
Cartesian coordinates (Å):
1 C 2.927 -1.840 0.133  -0.135
2 C 2.254 -1.594 1.550  -0.177
3 C 1.698 -0.147 1.630  -0.091
4 C 2.610 1.017 1.724  -0.104
5 C 4.179 0.870 1.760  -0.236
6 N 4.832 1.050 0.456  0.005
7 C 2.104 2.390 1.824  0.023
8 C 0.673 2.697 1.846  -0.117
9 C 0.130 4.166 1.981  -0.137
10 C -0.737 4.549 0.698  -0.274
11 C 0.014 5.623 -0.213  -0.646
12 I 0.829 4.714 -2.017  0.678
13 C -0.232 1.538 1.771  -0.014
14 C 0.269 0.147 1.655  0.007
15 C -0.892 -0.937 1.624  -0.270
16 O -0.783 -1.840 2.423  0.108
17 C -2.078 -0.569 0.712  -0.004
18 C -2.680 -1.512 -0.220  -0.105
19 C -2.322 -2.967 -0.581  -0.255
20 C -1.321 -3.810 0.239  -0.673
21 C 0.141 -3.423 -0.190  -0.203
22 I -1.558 -5.886 -0.501  0.794
23 C -3.838 -0.972 -0.985  -0.013
24 C -4.333 0.375 -0.853  -0.024
25 C -3.693 1.331 0.058  -0.104
26 C -4.217 2.808 0.154  -0.217
27 N -5.510 3.044 -0.551  -0.022
28 C -2.566 0.833 0.833  -0.003
29 C -1.781 1.773 1.811  -0.274
30 O -2.306 2.619 2.494  0.098
31 H 2.338 -1.296 -0.664  0.011
32 H 2.817 -2.940 -0.093  0.071
33 H 4.001 -1.536 0.093  0.027
34 H 1.530 -2.378 1.860  0.087
35 H 3.100 -1.642 2.299  0.110
36 H 4.545 1.712 2.417  0.114
37 H 4.489 -0.068 2.296  0.111
38 H 4.556 0.327 -0.208  -0.003
39 H 4.659 1.974 0.064  0.072
40 H 2.821 3.244 1.913  0.116
41 H -0.557 4.201 2.869  0.112
42 H 0.968 4.875 2.191  0.108
43 H -0.904 3.605 0.126  0.067
44 H -1.686 5.014 1.060  0.110
45 H -0.677 6.426 -0.552  -0.018
46 H 0.869 6.036 0.373  0.008
47 H -1.960 -2.971 -1.654  0.112
48 H -3.294 -3.542 -0.631  0.097
49 H -1.487 -3.917 1.332  0.074
50 H 0.244 -2.317 -0.335  0.077
51 H 0.293 -3.872 -1.216  0.064
52 H 0.921 -3.885 0.457  0.035
53 H -4.377 -1.630 -1.715  0.115
54 H -5.216 0.688 -1.464  0.101
55 H -3.451 3.451 -0.373  0.120
56 H -4.264 3.198 1.201  0.115
57 H -5.317 2.806 -1.532  0.061
58 H -6.148 2.328 -0.193  0.066
59 C 0.998 9.496 0.593  -1.606
60 Br -0.085 9.125 2.152  0.566
61 Br 2.719 8.618 0.688  0.571
62 Br 0.065 9.066 -1.045  0.601
63 H 1.186 10.565 0.582  -0.031
64 C 3.927 -1.694 -3.903  -1.596
65 Br 2.190 -1.052 -3.346  0.604
66 Br 5.280 -1.355 -2.564  0.618
67 Br 3.870 -3.558 -4.415  0.571
68 H 4.208 -1.130 -4.786  -0.030
69 C 1.466 -8.214 1.769  -1.633
70 Br 2.293 -6.633 1.023  0.547
71 Br 1.591 -9.722 0.566  0.559
72 Br 2.168 -8.631 3.522  0.564
73 H 0.411 -7.991 1.893  -0.042
74 C -2.601 -6.188 -4.903  -1.622
75 Br -3.780 -7.375 -3.933  0.548
76 Br -3.033 -4.328 -4.586  0.548
77 Br -0.741 -6.564 -4.532  0.537
78 H -2.759 -6.376 -5.960  -0.031

Results
- strongest force on any atom (eV Å⁻¹) = 2.9
- energy (Ha) = -32829.55137
- orbital gap (eV) = 8.093
- LUMO (eV) = -0.7
- HOMO energy (eV) = -8.754

Record 3
C28H32BrF5InN8O4PTe | wB97M-V/def2-TZVPD

Each line ends with the Löwdin charge.
Cartesian coordinates (Å):
1 In 0.018 0.316 0.303  0.718
2 O 4.042 -1.103 0.994  0.038
3 C 2.993 -0.710 0.491  -0.501
4 N 1.918 -0.247 1.126  -0.043
5 C 2.081 0.074 2.520  -0.152
6 C 1.492 1.441 2.806  -0.239
7 C 1.698 2.077 4.023  -0.008
8 C 1.129 3.319 4.236  -0.043
9 C 0.364 3.896 3.233  -0.033
10 C 0.193 3.195 2.058  -0.119
11 N 0.754 2.001 1.849  0.062
12 C 2.905 -0.647 -1.021  -0.201
13 C 3.934 -1.181 -1.785  0.009
14 C 3.900 -1.000 -3.157  -0.041
15 C 2.849 -0.283 -3.713  -0.046
16 C 1.858 0.197 -2.874  -0.146
17 N 1.877 0.010 -1.555  0.058
18 H 3.143 0.074 2.779  0.129
19 H 1.596 -0.663 3.171  0.124
20 H 2.301 1.596 4.783  0.121
21 H 1.275 3.831 5.179  0.111
22 H -0.122 4.852 3.364  0.115
23 H -0.437 3.572 1.262  0.105
24 H 4.735 -1.696 -1.277  0.122
25 H 4.687 -1.397 -3.783  0.111
26 H 2.787 -0.104 -4.777  0.110
27 H 1.008 0.741 -3.270  0.088
28 C 1.704 5.631 -1.154  -0.036
29 C 0.768 4.559 -1.632  -0.238
30 C -0.288 4.815 -2.499  -0.001
31 C -1.124 3.789 -2.900  -0.077
32 C -0.880 2.528 -2.387  -0.727
33 Br -1.961 1.087 -2.966  0.870
34 N 0.093 2.258 -1.543  -0.016
35 C 0.911 3.250 -1.196  -0.096
36 H 1.573 6.547 -1.728  0.079
37 H 2.744 5.316 -1.247  0.085
38 H 1.523 5.865 -0.104  0.084
39 H -0.457 5.820 -2.867  0.122
40 H -1.950 3.956 -3.574  0.110
41 H 1.710 2.981 -0.511  0.123
42 O -2.242 1.349 2.814  -0.122
43 C -1.902 0.162 3.009  -0.474
44 C -2.523 -0.640 4.119  -0.055
45 C -1.903 -2.015 3.928  -0.058
46 C -0.981 -1.818 2.737  -0.472
47 O -0.320 -2.692 2.216  0.027
48 N -0.994 -0.502 2.302  0.120
49 H -3.604 -0.606 3.979  0.135
50 H -2.298 -0.168 5.075  0.132
51 H -2.627 -2.793 3.685  0.128
52 H -1.312 -2.367 4.773  0.126
53 C 0.427 -4.568 -2.524  -0.187
54 N 0.339 -4.717 -1.076  -0.140
55 C -1.023 -5.119 -0.726  -0.175
56 N -2.059 -4.225 -1.242  -0.144
57 C -1.887 -4.077 -2.684  -0.184
58 N -0.550 -3.635 -3.080  -0.141
59 C -0.274 -2.272 -2.629  -0.307
60 P -0.398 -2.104 -0.783  1.046
61 C 0.745 -3.507 -0.371  -0.275
62 C -2.034 -2.935 -0.563  -0.280
63 H 0.257 -5.548 -2.976  0.128
64 H 1.433 -4.232 -2.788  0.128
65 H -1.109 -5.176 0.360  0.133
66 H -1.196 -6.112 -1.147  0.128
67 H -2.626 -3.366 -3.060  0.130
68 H -2.070 -5.048 -3.149  0.128
69 H -0.961 -1.573 -3.111  0.041
70 H 0.739 -2.007 -2.934  0.072
71 H 0.734 -3.671 0.703  0.074
72 H 1.759 -3.229 -0.667  0.093
73 H -2.817 -2.279 -0.952  0.104
74 H -2.216 -3.077 0.502  0.088
75 F -2.807 3.471 1.980  -0.379
76 Te -3.273 1.951 0.942  1.853
77 F -4.770 2.043 2.044  -0.340
78 F -4.563 1.535 -0.375  -0.396
79 F -3.538 0.038 1.134  -0.386
80 F -3.237 3.432 -0.290  -0.404
81 O -1.664 1.536 0.169  -0.625

Results
- strongest force on any atom (eV Å⁻¹) = 0.7
- relative energy (zero: lowest compared OMol25 entry of this formula, charge and spin) (kcal per mole) = 16.2
- energy (Ha) = -5698.16650
- orbital gap (eV) = 8.356
- LUMO (eV) = -0.3
- HOMO energy (eV) = -8.676